w:
H3S3 | wB97M-V/def2-TZVPD

The HOMO energy is -3.19 eV. For the frontier orbital gap, the calculation gives 6.793 eV. The LUMO energy comes out at 3.60 eV.

ORCA input file:
```
! wB97M-V def2-TZVPD RIJCOSX def2/J DEFGRID3
* xyz -1 1
S -1.19765 0.83015 1.53873
H -0.70745 -0.40221 1.34715
S 1.54429 -0.56465 -0.95806
S -1.03111 1.43782 -0.51743
H 0.89435 -1.75739 -0.81107
H 0.49758 0.45627 -0.59933
*
```

Atom charges from the natural (NBO) analysis, given in e for atoms 1 to 5:
1. S -0.26
2. H 0.11
3. S -0.56
4. S -0.58
5. H 0.12

---

x:
H3S3 | wB97M-V/def2-TZVPD

The HOMO energy is -2.88 eV. For the frontier orbital gap, the calculation gives 6.475 eV. The LUMO energy comes out at 3.60 eV.

ORCA input file:
```
! wB97M-V def2-TZVPD RIJCOSX def2/J DEFGRID3
* xyz -1 1
S 2.03144 -0.91438 0.37075
S 0.27146 -0.97788 1.51920
H 1.52037 -0.34729 -0.73902
H -0.43970 0.21523 0.18592
S -1.04657 1.15229 -0.76864
H -2.33700 0.87203 -0.56821
*
```

Atom charges from the natural (NBO) analysis, given in e for atoms 1 to 5:
1. S -0.26
2. S -0.63
3. H 0.10
4. H 0.19
5. S -0.51

---

It comes down to x, which is 0.117 eV more stable than the next structure.

---

w:
C2H7N2OP | wB97M-V/def2-TZVPD

The HOMO energy is -10.33 eV. For the frontier orbital gap, the calculation gives 10.332 eV. The LUMO energy comes out at 0.00 eV. As for the structure (SMILES): NP=O.C#N.C.

ORCA input file:
```
! wB97M-V def2-TZVPD RIJCOSX def2/J DEFGRID3
* xyz 0 1
C -3.35137 2.21700 0.12169
C 1.62000 0.80719 -0.65529
N -3.04478 3.29962 0.20410
N 1.04092 -2.21399 0.68508
O -1.24597 -2.42582 -0.23881
P -0.58143 -1.66181 0.79254
H -3.85434 1.31186 0.39040
H 2.45636 0.11981 -1.00137
H 1.67534 1.85059 -0.80498
H 0.69709 0.41739 -1.22759
H 1.36909 0.72292 0.42261
H 1.54467 -2.48247 -0.10901
H 1.67442 -1.96228 1.42063
*
```

Atom charges from the natural (NBO) analysis, given in e for atoms 1 to 5:
1. C 0.06
2. C -0.86
3. N -0.30
4. N -1.19
5. O -1.03

---

x:
C2H7N2OP | wB97M-V/def2-TZVPD

The HOMO energy is -8.80 eV. For the frontier orbital gap, the calculation gives 9.778 eV. The LUMO energy comes out at 0.98 eV. As for the structure (SMILES): [H]/N=C/OPNC.

ORCA input file:
```
! wB97M-V def2-TZVPD RIJCOSX def2/J DEFGRID3
* xyz 0 1
C 0.31041 -2.03500 0.87015
C -0.03137 2.22769 -0.23829
N -0.80367 -1.53772 0.57065
N -0.13418 0.64971 -0.31697
O 1.39493 -1.53639 0.28120
P 1.08573 -0.26079 -0.93369
H 0.60258 -2.83681 1.58244
H 0.18440 2.68843 -1.19478
H -0.99857 2.77933 0.12989
H 0.81850 2.37412 0.46042
H -1.53749 -1.88741 1.18270
H 0.16953 -1.16192 -1.56872
H -1.06080 0.53676 -0.82499
*
```

Atom charges from the natural (NBO) analysis, given in e for atoms 1 to 5:
1. C 0.41
2. C -0.42
3. N -0.73
4. N -0.96
5. O -0.75

---

It comes down to w, which is 0.672 eV more stable than the next structure.

---

w:
C2H7NOSi | wB97M-V/def2-TZVPD

The HOMO energy (alpha / beta) is -8.71 / -8.78 eV. For the frontier orbital gap (alpha / beta), the calculation gives 8.254 / 9.098 eV. The LUMO energy (alpha / beta) comes out at -0.46 / 0.32 eV.

ORCA input file:
```
! wB97M-V def2-TZVPD RIJCOSX def2/J DEFGRID3
* xyz 0 1
C 2.96436 0.44138 -0.17082
C 0.32664 0.08657 0.78992
N -0.14562 0.76016 -0.08457
O -1.53801 0.96691 -0.15440
Si -2.88836 -0.06469 -0.05462
H 2.05409 0.53347 -0.89763
H 3.50293 1.37164 0.07560
H 3.38111 -0.56505 -0.02070
H 0.12610 -0.43834 1.68461
H -2.72210 -1.06925 1.01151
H -3.97292 0.88411 0.10506
H -3.32114 -0.48506 -1.28932
*
```

Atom charges from the natural (NBO) analysis, given in e for atoms 1 to 5:
1. C -0.53
2. C 0.11
3. N -0.17
4. O -0.74
5. Si 1.19

---

x:
C2H7NOSi | wB97M-V/def2-TZVPD

The HOMO energy is -10.02 eV. For the frontier orbital gap, the calculation gives 10.847 eV. The LUMO energy comes out at 0.83 eV. As for the structure (SMILES): [H]/N=C/CO[SiH3].

ORCA input file:
```
! wB97M-V def2-TZVPD RIJCOSX def2/J DEFGRID3
* xyz 0 1
C -0.50151 1.26936 0.72797
C 0.75403 0.56942 0.21334
N -0.53781 1.70479 1.88894
O 0.56836 -0.28865 -0.81694
Si -0.02779 -1.82033 -1.06649
H -1.33574 1.21415 -0.06301
H 1.51556 0.27693 0.95310
H 1.54560 1.41955 -0.19495
H -1.32482 2.29456 2.07296
H -0.33178 -1.55852 -2.62691
H -1.30837 -2.19603 -0.35163
H 0.98427 -2.88521 -0.73638
*
```

Atom charges from the natural (NBO) analysis, given in e for atoms 1 to 5:
1. C 0.12
2. C -0.12
3. N -0.61
4. O -0.88
5. Si 1.18

---

y:
C2H7NOSi | wB97M-V/def2-TZVPD

The HOMO energy is -9.82 eV. For the frontier orbital gap, the calculation gives 10.694 eV. The LUMO energy comes out at 0.87 eV. As for the structure (SMILES): C=C[Si@@H](N)O.

ORCA input file:
```
! wB97M-V def2-TZVPD RIJCOSX def2/J DEFGRID3
* xyz 0 1
C 0.64837 -0.85746 -1.63600
C 0.57086 -1.23612 -0.41916
N 0.16875 1.67687 0.88228
O -1.80781 -0.02621 0.46072
Si -0.24190 -0.02247 0.91643
H 1.07234 -1.48663 -2.52147
H 0.31104 0.14722 -1.89592
H 0.96446 -2.27987 -0.20261
H -0.10266 2.08873 0.01116
H 1.02904 2.03299 0.95376
H -2.51011 0.24341 1.01999
H -0.10237 -0.28048 2.43082
*
```

Atom charges from the natural (NBO) analysis, given in e for atoms 1 to 5:
1. C -0.37
2. C -0.63
3. N -1.26
4. O -1.10
5. Si 1.74

---

It comes down to y, which is 2.102 eV more stable than the next structure.

---

w:
C7H14O | wB97M-V/def2-TZVPD

The HOMO energy (alpha / beta) is -6.47 / -6.47 eV. For the frontier orbital gap (alpha / beta), the calculation gives 7.356 / 7.354 eV. The LUMO energy (alpha / beta) comes out at 0.88 / 0.88 eV.

ORCA input file:
```
! wB97M-V def2-TZVPD RIJCOSX def2/J DEFGRID3
* xyz 0 1
C 1.21038 0.32223 -1.24981
C -0.15024 0.32299 0.54419
C 1.15320 1.74492 -1.73730
C -1.49159 0.85971 0.11893
C -0.84089 -0.94695 2.64759
C 0.07980 -1.01079 0.65088
C 0.29081 -2.22282 0.22894
O 0.98572 -0.61841 -2.25978
H 0.16594 -0.39109 -2.71441
H 2.14605 0.05970 -0.76145
H 0.46221 0.97456 1.16030
H 0.17133 1.98715 -2.15600
H 1.35506 2.44298 -0.92449
H 1.88672 1.92282 -2.53608
H -1.36549 1.75997 -0.48437
H -2.04984 0.12096 -0.45349
H -2.07114 1.14380 0.99787
H -1.14597 0.00551 3.07156
H -0.00517 -1.38369 3.18659
H -1.68501 -1.61706 2.51099
H 0.10997 -3.07212 0.87437
H 0.78816 -2.40435 -0.71504
*
```

Atom charges from the natural (NBO) analysis, given in e for atoms 1 to 5:
1. C 0.10
2. C -0.22
3. C -0.67
4. C -0.63
5. C -0.73

---

x:
C7H14O | wB97M-V/def2-TZVPD

The HOMO energy is -9.39 eV. For the frontier orbital gap, the calculation gives 10.285 eV. The LUMO energy comes out at 0.89 eV. As for the structure (SMILES): C=CCC(=C)CC.O.

ORCA input file:
```
! wB97M-V def2-TZVPD RIJCOSX def2/J DEFGRID3
* xyz 0 1
C 2.95392 0.12567 1.65841
C 1.67624 0.85740 1.25977
C 0.38410 0.04171 1.17842
C -0.49494 0.14797 2.15442
C 0.28959 -0.94930 0.05736
C -0.54324 -0.45648 -1.08485
C -1.04464 -1.25017 -2.04389
H 2.67000 -0.85785 2.03267
H 3.60637 -0.05504 0.80205
H 3.55451 0.63040 2.41013
H 1.76036 1.36460 0.28634
H 1.45366 1.71810 1.89828
H -1.38471 -0.47171 2.25652
H -0.37830 0.68896 3.08619
H -0.16666 -1.86763 0.44616
H 1.22824 -1.31613 -0.36807
H -0.78752 0.59526 -1.18681
H -1.46245 -0.68152 -2.86478
H -0.86351 -2.31366 -2.09455
H -3.67898 0.69621 -3.14725
H -4.67730 1.95842 -3.09428
O -4.09473 1.39478 -3.64224
*
```

Atom charges from the natural (NBO) analysis, given in e for atoms 1 to 5:
1. C -0.62
2. C -0.44
3. C 0.05
4. C -0.41
5. C -0.51

---

y:
C7H14O | wB97M-V/def2-TZVPD

The HOMO energy is -8.70 eV. For the frontier orbital gap, the calculation gives 9.607 eV. The LUMO energy comes out at 0.90 eV.

ORCA input file:
```
! wB97M-V def2-TZVPD RIJCOSX def2/J DEFGRID3
* xyz 0 1
C 0.05424 0.19608 0.75840
C 1.37555 0.51641 0.48308
C 0.11396 -0.54344 -1.03004
C 1.12318 -0.63717 1.41003
C -1.24531 0.78531 1.14459
C -0.85511 -1.70965 -0.95099
C -0.32509 0.54517 -1.98736
O 1.35444 1.92720 1.65697
H 2.00586 1.87969 2.37316
H 2.07127 0.88366 -0.25095
H 1.09010 -0.93404 -1.32867
H 1.28628 -1.65643 1.07498
H 1.31071 -0.47687 2.46373
H -1.21298 1.05142 2.20227
H -1.45089 1.69317 0.57786
H -2.05598 0.06827 0.98266
H -0.90704 -2.21403 -1.92313
H -1.86743 -1.38311 -0.70084
H -0.53821 -2.45689 -0.22014
H -0.40343 0.14895 -3.00610
H 0.38406 1.37592 -2.00951
H -1.30818 0.94041 -1.72000
*
```

Atom charges from the natural (NBO) analysis, given in e for atoms 1 to 5:
1. C 0.05
2. C 0.10
3. C -0.16
4. C -0.45
5. C -0.64

---

z:
C7H14O | wB97M-V/def2-TZVPD

The HOMO energy is -8.60 eV. For the frontier orbital gap, the calculation gives 9.412 eV. The LUMO energy comes out at 0.81 eV.

ORCA input file:
```
! wB97M-V def2-TZVPD RIJCOSX def2/J DEFGRID3
* xyz 0 1
C -2.25638 -1.11533 -0.08145
C -1.44520 0.22174 -0.29182
C -1.73868 1.50444 -0.01877
C 1.00413 -0.01332 0.04702
C 1.27325 1.31195 0.57347
C 2.14322 -0.45042 -0.96562
C 0.82126 -1.10922 1.07936
H -2.00063 -1.44854 1.02690
H -1.61602 -1.89684 -0.97767
H -3.47526 -0.89021 -0.22588
H -2.65875 1.57678 0.52555
H -0.96455 2.37849 -0.16499
H 0.81632 1.45367 1.64624
H 0.74447 1.96737 -0.32012
H 2.53536 1.72108 0.48732
H 3.04267 -0.28676 -0.16535
H 2.00104 -1.40873 -1.29681
H 2.39321 0.33408 -1.68741
H 1.77784 -1.21473 1.74923
H 0.55925 -2.07183 0.68053
H -0.17192 -1.16040 1.75712
O -0.22408 -0.14405 -0.63598
*
```

Atom charges from the natural (NBO) analysis, given in e for atoms 1 to 5:
1. C -0.68
2. C 0.33
3. C -0.53
4. C 0.21
5. C -0.64

---

It comes down to x, which is 2.701 eV more stable than the next structure.

---

w:
C4H5N3 | wB97M-V/def2-TZVPD

The HOMO energy is -9.67 eV. For the frontier orbital gap, the calculation gives 10.322 eV. The LUMO energy comes out at 0.65 eV. As for the structure (SMILES): N#C[C@H]1CN=CN1.

ORCA input file:
```
! wB97M-V def2-TZVPD RIJCOSX def2/J DEFGRID3
* xyz 0 1
N 2.62779 -0.28159 1.21780
C 1.69256 -0.51702 0.57323
C 0.61117 -0.23360 -0.41711
C -0.76900 -0.96917 -0.53019
N -1.71357 -0.17616 0.25689
C -1.12256 0.91940 0.50811
N 0.14555 1.10188 -0.04020
H 1.13302 -0.24400 -1.37725
H -1.08517 -0.93927 -1.58380
H -0.78191 -2.01162 -0.20967
H -1.55528 1.72079 1.10133
H 0.81740 1.63035 0.50086
*
```

Atom charges from the natural (NBO) analysis, given in e for atoms 1 to 5:
1. N -0.31
2. C 0.25
3. C -0.16
4. C -0.25
5. N -0.44

---

x:
C4H5N3 | wB97M-V/def2-TZVPD

The HOMO energy is -8.60 eV. For the frontier orbital gap, the calculation gives 7.787 eV. The LUMO energy comes out at -0.81 eV.

ORCA input file:
```
! wB97M-V def2-TZVPD RIJCOSX def2/J DEFGRID3
* xyz 0 1
C 0.87053 1.14017 -0.68302
C -1.01441 -1.54023 0.70023
C 1.21466 2.45589 -0.52330
C -2.15602 -1.05770 1.06924
N 1.47062 0.13132 -1.12613
N 1.58612 -0.97520 -1.39999
N -0.12335 -2.32278 0.48497
H 0.34954 2.98784 -0.17341
H 2.12083 2.89261 -0.95278
H -2.66319 -0.73095 0.11318
H -2.54015 -0.91577 1.97248
H 0.88482 -2.06521 0.51853
*
```

Atom charges from the natural (NBO) analysis, given in e for atoms 1 to 5:
1. C -0.06
2. C 0.43
3. C -0.37
4. C -0.65
5. N 0.00

---

It comes down to w, which is 4.799 eV more stable than the next structure.

---

w:
C4H5N3 | wB97M-V/def2-TZVPD

The HOMO energy is -10.27 eV. For the frontier orbital gap, the calculation gives 10.849 eV. The LUMO energy comes out at 0.58 eV. As for the structure (SMILES): CNC(C#N)C#N.

ORCA input file:
```
! wB97M-V def2-TZVPD RIJCOSX def2/J DEFGRID3
* xyz 0 1
C 1.26981 -0.99006 0.27972
N 0.34318 -0.39540 -0.66602
C -0.33409 0.78086 -0.18081
C -1.35805 1.13471 -1.16394
N -2.15412 1.33170 -1.97377
C -0.97305 0.67082 1.15758
N -1.40378 0.60929 2.22732
H 2.15545 -1.29164 -0.27667
H 0.85209 -1.91902 0.68443
H 1.50727 -0.38943 1.16072
H -0.31455 -1.05160 -1.08211
H 0.40406 1.59610 -0.12062
*
```

Atom charges from the natural (NBO) analysis, given in e for atoms 1 to 5:
1. C -0.44
2. N -0.59
3. C -0.23
4. C 0.27
5. N -0.26

---

x:
C4H5N3 | wB97M-V/def2-TZVPD

The HOMO energy is -8.40 eV. For the frontier orbital gap, the calculation gives 8.276 eV. The LUMO energy comes out at -0.13 eV. As for the structure (SMILES): C=NN/C=C/C#N.

ORCA input file:
```
! wB97M-V def2-TZVPD RIJCOSX def2/J DEFGRID3
* xyz 0 1
C 2.51805 -0.68030 0.04553
C -0.75055 0.90595 0.04789
C -1.48907 -0.18754 -0.19416
C -2.98239 -0.27722 -0.13175
H 3.31745 0.21094 0.21885
H 2.75542 -1.81254 0.20527
H 1.23945 1.52191 -0.17710
H -1.18764 1.92476 0.30839
H -0.93115 -1.15508 -0.25879
N 1.12779 -0.59892 -0.07527
N 0.54836 0.68505 -0.11247
N -4.16574 -0.53700 0.12362
*
```

Atom charges from the natural (NBO) analysis, given in e for atoms 1 to 5:
1. C -0.18
2. C 0.04
3. C -0.43
4. C 0.26
5. H 0.20

---

It comes down to w, which is 2.744 eV more stable than the next structure.